Entry 1:
{"formula": "C25H26N2O5S", "method": "ωB97M-V/def2-TZVPD", "charge": 0, "lumo_energy_ev": -0.90, "orbital_gap_ev": 7.26, "e_homo_ev": -8.162, "e_above_lowest_ev": 0.990, "species": ["C", "C", "N", "C", "C", "S", "O", "O", "C", "C", "C", "C", "C", "C", "C", "O", "O", "C", "C", "O", "N", "C", "C", "C", "C", "C", "C", "C", "C", "C", "C", "C", "C", "H", "H", "H", "H", "H", "H", "H", "H", "H", "H", "H", "H", "H", "H", "H", "H", "H", "H", "H", "H", "H", "H", "H", "H", "H", "H"], "xyz": [[3.288564, 3.056419, 4.070434], [2.509398, 2.279288, 3.012938], [3.365319, 1.689290, 2.010559], [3.839346, 2.490244, 0.908539], [2.850046, 2.507029, -0.256156], [4.105280, 0.244014, 2.330027], [5.438522, 0.257160, 1.802955], [3.892385, -0.090692, 3.706093], [3.103629, -0.842241, 1.315557], [1.915613, -1.329086, 1.826780], [1.061884, -2.035146, 1.002258], [1.382853, -2.249067, -0.343829], [0.381542, -2.865791, -1.192166], [0.405542, -2.966015, -2.528524], [-0.756390, -3.394306, -3.320323], [-0.771294, -3.492170, -4.519787], [-1.849185, -3.589863, -2.541073], [-3.113756, -3.695657, -3.172990], [-4.041231, -2.525553, -2.796989], [-5.175936, -2.484104, -3.211029], [-3.436372, -1.621283, -1.991330], [-3.936246, -0.450751, -1.414318], [-5.254242, -0.086001, -1.561454], [-5.749135, 1.068245, -0.944716], [-4.934445, 1.849607, -0.175902], [-3.574560, 1.516223, -0.008903], [-2.724794, 2.318885, 0.781500], [-1.403728, 2.010316, 0.938299], [-0.870863, 0.886372, 0.293569], [-1.669992, 0.085840, -0.476527], [-3.045652, 0.358506, -0.644347], [2.612114, -1.786098, -0.825646], [3.465759, -1.083555, 0.002305], [3.970115, 2.380007, 4.578513], [2.603963, 3.485071, 4.797827], [3.863744, 3.859394, 3.615616], [1.969491, 1.461306, 3.492278], [1.787690, 2.928589, 2.508565], [4.031167, 3.513416, 1.247448], [4.787686, 2.052315, 0.593234], [3.252458, 3.101991, -1.071526], [1.900332, 2.939428, 0.050091], [2.668178, 1.497233, -0.616059], [1.680487, -1.148468, 2.863407], [0.123989, -2.404515, 1.390438], [-0.497914, -3.222769, -0.669553], [1.251634, -2.663841, -3.126061], [-3.588288, -4.629269, -2.858502], [-2.988862, -3.713823, -4.261975], [-2.483223, -1.851127, -1.742550], [-5.910078, -0.701194, -2.154171], [-6.788601, 1.325907, -1.079344], [-5.314932, 2.734100, 0.313065], [-3.146078, 3.189693, 1.262670], [-0.763447, 2.627349, 1.551280], [0.178120, 0.652519, 0.406674], [-1.207788, -0.758879, -0.968789], [2.893670, -1.970613, -1.850113], [4.416506, -0.713880, -0.348269]], "forces_ev_per_angstrom": [[-0.1, -0.1, -0.2], [-0.1, 0.0, 0.6], [0.7, -0.8, 0.4], [0.1, 0.0, -0.7], [0.2, 0.1, 0.2], [-0.4, 0.2, -0.4], [-0.2, 0.0, -0.2], [-0.3, 0.1, 0.0], [0.3, 0.1, 0.3], [0.1, 0.0, 0.2], [0.1, 0.0, -0.3], [0.4, 0.3, 0.4], [-0.3, -0.3, -0.6], [0.1, 0.1, 0.5], [-0.1, 0.0, -0.4], [0.1, 0.0, 0.2], [0.0, -0.1, 0.2], [-0.5, -0.1, -0.5], [0.5, -0.4, 0.0], [-0.2, -0.1, -0.1], [0.7, 0.2, 0.3], [-0.6, 0.2, -0.1], [0.2, -0.3, -0.1], [0.2, 0.3, 0.3], [-0.3, 0.0, -0.1], [0.1, -0.3, -0.2], [0.2, 0.0, 0.1], [-0.2, 0.2, 0.1], [0.0, -0.2, -0.1], [0.2, -0.1, 0.0], [-0.2, 0.3, 0.1], [-0.2, 0.0, 0.2], [0.2, 0.0, -0.1], [0.0, 0.0, 0.1], [0.0, 0.1, 0.1], [0.1, 0.1, 0.0], [-0.2, 0.2, 0.0], [0.0, -0.1, 0.0], [0.1, -0.1, 0.1], [0.0, 0.3, -0.1], [0.0, 0.1, -0.1], [-0.1, 0.1, 0.0], [0.0, -0.1, -0.1], [-0.1, 0.0, 0.1], [-0.1, 0.0, 0.0], [-0.1, 0.0, 0.0], [0.1, 0.1, 0.0], [0.1, 0.2, 0.0], [-0.1, 0.0, 0.2], [-0.3, -0.1, -0.1], [0.0, 0.0, 0.0], [-0.1, 0.0, 0.0], [0.0, 0.1, 0.0], [0.0, 0.1, 0.1], [0.0, 0.1, 0.1], [0.1, 0.0, 0.0], [0.0, 0.0, 0.0], [0.1, 0.0, -0.1], [0.1, 0.0, -0.1]]}

***

Entry 2:
{"formula": "C42H35AsF6N9O2S2W", "method": "ωB97M-V/def2-TZVPD", "charge": 2, "lumo_energy_ev": [-6.55, -6.94], "orbital_gap_ev": [6.74, 6.37], "multiplicity": 2, "e_homo_ev": [-13.295, -13.304], "e_above_lowest_ev": 0.100, "species": ["W", "C", "C", "C", "C", "N", "C", "N", "C", "N", "C", "N", "C", "C", "C", "C", "C", "N", "C", "C", "C", "C", "C", "C", "H", "H", "H", "H", "H", "H", "H", "H", "H", "H", "H", "H", "S", "C", "N", "C", "C", "N", "C", "C", "C", "C", "C", "C", "C", "C", "S", "C", "C", "C", "C", "C", "C", "C", "H", "H", "H", "H", "H", "H", "H", "H", "H", "H", "H", "H", "H", "H", "H", "H", "H", "H", "O", "N", "N", "O", "C", "C", "C", "C", "C", "C", "H", "H", "H", "H", "H", "F", "As", "F", "F", "F", "F", "F"], "xyz": [[-1.011921, -0.256826, -0.603584], [-2.002811, -2.938321, 2.779810], [-1.480532, -4.180446, 2.431720], [-0.785704, -4.298046, 1.251893], [-0.615174, -3.197394, 0.406117], [-1.145563, -1.992249, 0.750589], [-1.812358, -1.884652, 1.923832], [0.128307, -3.457197, -0.725894], [0.282530, -2.724841, -1.762753], [-0.213594, -1.447022, -2.004922], [-0.035364, -1.123252, -3.354676], [-0.577974, -0.186168, -4.017161], [-1.516981, 0.720053, -3.561677], [-2.087087, 1.503123, -4.566901], [-2.989177, 2.494232, -4.262882], [-3.313465, 2.708322, -2.928214], [-2.749702, 1.897165, -1.977673], [-1.888543, 0.894614, -2.266529], [0.826398, -2.165708, -3.934653], [1.355529, -2.291239, -5.203934], [2.101730, -3.434595, -5.466517], [2.287151, -4.419479, -4.495881], [1.733231, -4.294929, -3.227505], [1.009466, -3.146014, -2.968273], [-2.548079, -2.784021, 3.699216], [-1.611489, -5.037490, 3.078619], [-0.342446, -5.229986, 0.934841], [-2.199967, -0.907323, 2.164619], [-1.762071, 1.309734, -5.577836], [-3.419027, 3.106054, -5.044213], [-3.988985, 3.492922, -2.621202], [-2.980637, 2.046540, -0.934816], [1.196213, -1.529139, -5.954078], [2.544086, -3.567899, -6.444478], [2.868448, -5.298260, -4.739969], [1.857916, -5.060284, -2.473949], [1.381263, -0.757145, 0.256646], [1.845731, 0.432091, 1.356244], [3.061326, 0.498212, 1.834396], [3.364325, 1.381956, 2.968131], [2.665858, 2.694792, 2.786345], [1.238910, 2.469520, 2.532957], [0.294342, 3.530388, 2.920108], [-0.581411, 3.101023, 4.076842], [-0.024702, 2.494043, 5.198723], [-0.826520, 2.137422, 6.270827], [-2.191251, 2.392326, 6.229781], [-2.749265, 2.998894, 5.114808], [-1.946684, 3.346196, 4.036963], [0.838770, 1.446410, 1.829619], [-0.792942, 1.278310, 1.418198], [4.168862, -0.347120, 1.322787], [5.378186, 0.494364, 1.023981], [5.303593, 1.449832, 0.012177], [6.398689, 2.252156, -0.262868], [7.572244, 2.099116, 0.466366], [7.651346, 1.143445, 1.467914], [6.551879, 0.343324, 1.751112], [4.440271, 1.534980, 2.993984], [3.056026, 0.883509, 3.891040], [3.072925, 3.249685, 1.937339], [2.761988, 3.299617, 3.685229], [-0.307690, 3.779459, 2.043657], [0.892180, 4.404918, 3.176689], [1.043833, 2.311220, 5.250649], [-0.386727, 1.676022, 7.144814], [-2.816408, 2.125513, 7.071096], [-3.810843, 3.204165, 5.082885], [-2.383763, 3.816068, 3.163279], [3.811623, -0.827184, 0.414855], [4.377849, -1.123947, 2.061303], [4.390718, 1.561174, -0.566003], [6.342378, 2.990026, -1.051810], [8.428662, 2.722124, 0.246624], [8.567529, 1.018804, 2.028865], [6.614108, -0.405397, 2.532690], [-2.837155, 0.239729, 0.281681], [-3.941788, -0.409335, 0.009831], [-3.750475, -1.300589, -0.840318], [-2.548326, -1.482709, -1.333861], [-4.821287, -2.138832, -1.327840], [-4.501611, -3.144091, -2.224747], [-5.529435, -3.946617, -2.695793], [-6.832594, -3.734701, -2.271704], [-7.123320, -2.717059, -1.370151], [-6.115910, -1.902993, -0.885594], [-3.482218, -3.293092, -2.546991], [-5.306620, -4.737364, -3.398334], [-7.628721, -4.363511, -2.646001], [-8.140894, -2.553791, -1.043994], [-6.328366, -1.106075, -0.188366], [0.355100, 1.169590, -1.369991], [1.058575, 3.015853, -1.691477], [-0.354925, 3.491853, -0.830203], [1.863269, 2.813731, -0.168044], [2.345988, 2.171310, -2.420611], [1.655983, 4.572370, -1.924954], [0.155126, 2.936012, -3.132908]], "forces_ev_per_angstrom": [[-0.3, 0.2, 0.1], [0.0, 0.0, 0.0], [0.0, 0.0, 0.0], [0.0, 0.0, 0.0], [0.0, 0.0, 0.0], [0.1, 0.0, 0.0], [0.0, 0.0, 0.0], [0.0, 0.0, 0.0], [0.0, 0.0, 0.0], [0.0, 0.1, 0.1], [0.0, 0.0, 0.0], [0.0, 0.0, 0.0], [0.0, 0.0, 0.0], [0.0, 0.0, 0.0], [0.0, 0.0, 0.0], [0.0, 0.0, 0.0], [0.0, 0.0, 0.0], [0.0, 0.0, -0.1], [0.0, 0.0, 0.0], [0.0, 0.0, 0.0], [0.0, 0.0, 0.0], [0.0, 0.0, 0.0], [0.0, 0.0, 0.0], [0.0, 0.0, 0.0], [0.0, 0.0, 0.0], [0.0, 0.0, 0.0], [0.0, 0.0, 0.0], [0.0, 0.0, 0.0], [0.0, 0.0, 0.0], [0.0, 0.0, 0.0], [0.0, 0.0, 0.0], [0.0, 0.0, 0.0], [0.0, 0.0, 0.0], [0.0, 0.0, 0.0], [0.0, 0.0, 0.0], [0.0, 0.0, 0.0], [-0.1, 0.1, 0.1], [0.0, 0.1, 0.1], [0.0, 0.0, -0.1], [0.0, -0.1, 0.0], [0.0, 0.1, 0.0], [0.0, -0.1, -0.1], [-0.1, 0.1, 0.1], [0.0, 0.0, 0.0], [0.0, 0.0, 0.0], [0.0, 0.0, 0.0], [0.0, 0.0, 0.0], [0.0, 0.0, 0.0], [0.0, 0.0, 0.0], [0.0, 0.1, 0.0], [0.0, -0.2, -0.1], [0.0, 0.0, 0.0], [0.0, 0.1, 0.0], [0.0, 0.0, 0.0], [0.0, 0.0, 0.0], [0.0, 0.0, 0.0], [0.0, 0.0, 0.0], [0.0, 0.0, 0.0], [0.0, 0.0, 0.0], [0.0, 0.0, 0.0], [0.0, 0.0, 0.0], [0.0, 0.0, 0.0], [0.0, 0.0, 0.0], [0.0, 0.0, 0.0], [0.0, 0.0, 0.0], [0.0, 0.0, 0.0], [0.0, 0.0, 0.0], [0.0, 0.0, 0.0], [0.0, 0.0, 0.0], [0.0, 0.0, 0.0], [0.0, 0.0, 0.0], [0.0, 0.0, 0.0], [0.0, 0.0, 0.0], [0.0, 0.0, 0.0], [0.0, 0.0, 0.0], [0.0, 0.0, 0.0], [0.2, -0.1, -0.1], [0.0, 0.1, 0.0], [0.0, 0.1, -0.1], [0.0, 0.0, 0.0], [0.0, 0.0, 0.0], [0.0, 0.0, 0.0], [0.0, 0.0, 0.0], [0.0, 0.0, 0.0], [0.0, 0.0, 0.0], [0.0, 0.0, 0.0], [0.0, 0.0, 0.0], [0.0, 0.0, 0.0], [0.0, 0.0, 0.0], [0.0, 0.0, 0.0], [0.0, 0.0, 0.0], [0.1, -0.1, 0.2], [-0.1, 0.0, -0.1], [0.1, 0.0, 0.0], [0.0, -0.1, 0.1], [0.0, 0.0, 0.0], [0.0, 0.0, 0.0], [0.0, 0.1, 0.0]]}

***

Entry 3:
{"formula": "C11H14Cl24O5S", "method": "ωB97M-V/def2-TZVPD", "charge": 0, "lumo_energy_ev": 0.00, "orbital_gap_ev": 10.73, "e_homo_ev": -10.729, "e_above_lowest_ev": 0.000, "species": ["C", "C", "O", "S", "O", "O", "O", "C", "O", "H", "H", "H", "H", "H", "H", "Cl", "C", "Cl", "Cl", "H", "Cl", "C", "Cl", "Cl", "H", "Cl", "C", "Cl", "Cl", "H", "Cl", "C", "Cl", "Cl", "H", "Cl", "C", "Cl", "Cl", "H", "Cl", "C", "Cl", "Cl", "H", "Cl", "C", "Cl", "Cl", "H", "Cl", "C", "Cl", "Cl", "H"], "xyz": [[-1.435277, -1.472693, 0.610616], [-0.479574, -0.835310, -0.391692], [-0.057612, -1.850477, -1.333621], [0.126912, -1.239378, -2.802036], [1.497807, -1.261934, -3.161785], [-0.830303, -1.881142, -3.637544], [-0.326808, 0.232062, -2.482701], [-1.169005, 0.191228, -1.277919], [-1.221661, 1.442027, -0.733249], [-2.445273, -1.451926, 0.208795], [-1.388118, -0.937345, 1.554660], [-1.114602, -2.499977, 0.732257], [0.355208, -0.332908, 0.102336], [-2.154427, -0.189720, -1.557373], [-2.104696, 1.792128, -0.869378], [5.389458, 0.419695, -3.421882], [4.282360, -0.050788, -4.716466], [3.115128, 1.226267, -5.028916], [5.174058, -0.467020, -6.180923], [3.736312, -0.925883, -4.388052], [1.693896, 1.431124, 1.129627], [2.152303, 2.995726, 0.442962], [3.805314, 3.409831, 0.892705], [1.951674, 2.986653, -1.303706], [1.492575, 3.745416, 0.857626], [-4.773780, -1.311523, -1.180344], [-5.772467, 0.137528, -1.119185], [-6.798741, 0.138180, 0.309502], [-4.776320, 1.604144, -1.167162], [-6.408675, 0.145794, -1.993732], [-4.357313, -5.083185, 3.266447], [-3.585933, -3.528349, 3.574386], [-1.884474, -3.570795, 3.116306], [-4.439574, -2.229694, 2.734959], [-3.639328, -3.330496, 4.636518], [-4.071058, -0.068932, 5.856941], [-3.587437, 1.423053, 5.044299], [-1.948075, 1.876015, 5.495818], [-3.738930, 1.265041, 3.293653], [-4.256231, 2.208793, 5.368398], [-2.295418, 2.772810, 8.953120], [-0.702459, 3.284251, 9.508685], [0.538519, 2.854100, 8.330066], [-0.677260, 5.014515, 9.843648], [-0.484983, 2.760950, 10.429561], [1.251460, -5.464543, -5.371442], [0.384603, -4.083752, -6.047075], [1.418288, -3.171361, -7.148385], [-1.090358, -4.608026, -6.861457], [0.102812, -3.428926, -5.231743], [9.264671, 3.196552, -4.603736], [9.018925, 1.925804, -3.406573], [10.387926, 0.814153, -3.379567], [8.738660, 2.616237, -1.806438], [8.137299, 1.366004, -3.689808]], "forces_ev_per_angstrom": [[0.6, 0.4, -0.6], [-0.6, 0.3, 0.3], [0.2, 0.5, -0.1], [0.0, -0.6, 0.2], [0.1, 0.2, -0.1], [0.0, 0.0, -0.2], [-0.1, -0.1, 0.2], [-0.1, -0.1, 0.0], [0.1, -0.2, 0.2], [-0.1, -0.1, 0.2], [-0.1, -0.1, 0.1], [-0.1, -0.1, 0.2], [0.2, -0.5, -0.3], [0.0, 0.1, -0.2], [-0.1, 0.2, -0.1], [0.0, 0.0, 0.1], [0.0, -0.1, 0.0], [0.0, 0.1, 0.0], [0.0, 0.0, 0.0], [0.0, 0.0, 0.0], [0.2, 0.2, 0.2], [0.0, 0.0, -0.1], [0.0, 0.0, 0.0], [0.0, 0.0, 0.0], [0.0, 0.0, 0.0], [-0.1, 0.0, -0.1], [0.0, -0.1, 0.1], [0.0, 0.0, 0.0], [0.0, 0.0, 0.0], [0.0, 0.0, 0.0], [0.0, 0.0, 0.0], [-0.1, 0.0, 0.0], [0.0, -0.1, 0.2], [0.0, -0.1, 0.0], [0.0, 0.0, 0.0], [0.0, 0.0, 0.0], [0.1, 0.0, 0.0], [0.0, 0.0, -0.1], [0.0, 0.0, 0.0], [0.0, 0.0, 0.0], [0.0, 0.0, 0.1], [0.0, 0.0, -0.1], [0.0, 0.0, 0.0], [0.0, 0.0, 0.0], [0.0, 0.0, 0.0], [0.0, 0.0, 0.0], [0.0, 0.1, 0.0], [0.0, 0.0, 0.0], [0.0, 0.0, 0.0], [0.0, 0.0, 0.0], [0.0, 0.0, 0.0], [0.0, 0.0, 0.0], [0.0, 0.0, 0.0], [0.0, 0.0, 0.0], [0.0, 0.0, 0.0]]}

***

Entry 4:
{"formula": "C6H16NO5P", "method": "ωB97M-V/def2-TZVPD", "charge": 0, "lumo_energy_ev": 0.75, "orbital_gap_ev": 10.38, "e_homo_ev": -9.626, "e_above_lowest_ev": 2.627, "species": ["C", "O", "P", "N", "O", "O", "C", "H", "H", "H", "H", "H", "H", "H", "H", "C", "C", "C", "O", "C", "O", "H", "H", "H", "H", "H", "H", "H", "H"], "xyz": [[-1.955718, -1.546952, -1.610642], [-0.899783, -1.673058, -0.670729], [-0.575439, -1.050271, 0.679080], [-1.584633, 0.290251, 0.882009], [0.862418, -0.855619, 0.908067], [-1.143316, -2.136741, 1.721278], [-0.378798, -3.034021, 2.499460], [-1.925441, -0.508203, -2.071468], [-3.045928, -1.811802, -1.201961], [-1.583825, -2.253257, -2.402950], [-2.278108, -0.151991, 1.464196], [-1.135632, 1.069288, 1.346553], [-0.430999, -4.047522, 2.334193], [-0.742233, -2.739422, 3.563146], [0.693995, -2.745565, 2.357505], [-0.055606, 1.409629, -2.041169], [0.838206, 1.712464, -1.112128], [0.568881, 2.704968, 0.035909], [0.508867, 2.005413, 1.274326], [2.242663, 1.184270, -1.225145], [2.771432, 0.829091, 0.045982], [0.235862, 0.599725, -2.774518], [-0.950808, 1.967296, -2.227404], [-0.249989, 3.375516, 0.132759], [1.403746, 3.531498, 0.152249], [1.389531, 1.570156, 1.207873], [2.903794, 1.906317, -1.637307], [2.320876, 0.393389, -1.906417], [2.195984, 0.005154, 0.277255]], "forces_ev_per_angstrom": [[-0.9, 0.1, -1.0], [-0.4, -0.7, -1.5], [0.2, 0.9, 2.3], [0.2, -2.1, -0.3], [0.4, 0.0, -0.3], [-1.1, 0.1, -1.2], [1.4, 4.2, 2.8], [-0.3, -1.2, 0.8], [2.6, 0.5, -0.8], [-1.1, 0.6, 0.6], [-0.9, 0.6, 0.4], [0.4, 0.0, 0.1], [-1.0, -2.2, -0.9], [1.1, -1.1, -1.5], [-0.7, -0.2, 0.5], [1.0, -1.1, -1.1], [-0.5, 1.5, 0.0], [2.3, 1.6, 0.8], [1.5, -0.2, -0.3], [-0.3, 0.6, 1.8], [-1.2, -1.8, 0.3], [-0.5, 1.1, 0.6], [-0.6, -0.1, 0.3], [-1.5, 0.0, -1.3], [-0.8, -1.8, -0.6], [-0.5, -0.3, 0.9], [0.4, 1.2, -0.2], [-0.3, -1.6, -1.0], [1.2, 1.4, 0.1]]}